(1)
The following is a quantum chemistry calculation of a cluster of 12 separate species, C52H135N7O24 in total, from OMol25.

HOMO   -8.28 eV
ΔE to the lowest compared entry with this formula, charge and spin   55.1 kcal per mole
Structure (SMILES)   COCCNCCOC.COCCNCCOC.COCCNCCOC.COCCNCCOC.COCCNCCOC.COCCNCCOC.COCCNCCOC.OCCO.OCCO.OCCO.OCCO.OCCO
Lowest unoccupied orbital energy   0.57 eV
Gap between HOMO and LUMO   8.9 eV

ORCA input file:
```
! wB97M-V def2-TZVPD RIJCOSX def2/J DEFGRID3
* xyz 0 1
C 28.469 20.915 8.792
O 27.129 20.513 8.778
C 26.911 19.165 9.099
C 27.351 18.692 10.485
N 26.312 19.029 11.492
C 26.801 19.218 12.892
C 26.018 20.292 13.597
O 25.911 19.950 15.024
C 26.092 20.967 16.007
H 28.812 21.224 9.753
H 28.433 21.795 8.182
H 29.121 20.155 8.365
H 27.324 18.464 8.357
H 25.865 18.921 9.039
H 28.257 19.226 10.729
H 27.507 17.604 10.525
H 25.677 19.740 11.212
H 27.834 19.514 12.887
H 26.762 18.263 13.498
H 25.067 20.383 13.094
H 26.493 21.269 13.558
H 27.161 21.304 16.218
H 25.755 20.436 16.937
H 25.441 21.857 15.906
C 18.146 9.519 16.408
O 18.585 10.763 15.844
C 17.443 11.533 15.347
C 17.946 12.933 14.953
N 18.663 13.600 16.061
C 17.939 13.942 17.294
C 17.055 15.200 17.306
O 17.227 15.996 18.532
C 16.397 17.137 18.490
H 19.047 8.996 16.785
H 17.706 8.931 15.601
H 17.402 9.620 17.173
H 16.722 11.500 16.168
H 17.044 11.050 14.432
H 17.180 13.593 14.634
H 18.693 12.751 14.197
H 19.456 13.030 16.342
H 18.558 14.136 18.121
H 17.345 13.107 17.563
H 16.026 14.978 17.155
H 17.281 15.903 16.438
H 16.869 17.852 17.778
H 16.428 17.591 19.472
H 15.440 16.968 18.204
C 15.716 16.136 13.454
O 16.121 17.211 14.275
C 17.020 18.027 13.457
C 17.130 19.421 14.033
N 16.003 20.281 13.686
C 16.392 21.665 13.913
C 15.334 22.706 13.548
O 14.220 22.533 14.387
C 13.124 23.353 14.036
H 16.568 15.555 13.148
H 15.072 16.410 12.643
H 15.198 15.446 14.124
H 16.613 17.994 12.474
H 17.918 17.481 13.571
H 18.015 19.873 13.669
H 17.239 19.184 15.135
H 15.180 20.084 14.221
H 17.323 21.832 13.338
H 16.634 21.763 14.947
H 15.024 22.705 12.483
H 15.774 23.762 13.711
H 13.375 24.421 14.152
H 12.292 22.930 14.602
H 12.961 23.267 12.976
C 25.683 13.999 13.533
O 25.248 14.792 14.683
C 23.768 14.812 14.695
C 23.383 15.879 15.626
N 23.686 17.154 14.998
C 23.331 18.244 15.925
C 21.887 18.707 15.713
O 20.830 17.778 15.877
C 20.875 17.097 17.156
H 25.729 12.873 13.767
H 26.744 14.262 13.288
H 25.007 14.270 12.736
H 23.377 13.870 14.984
H 23.367 14.974 13.698
H 23.975 15.835 16.556
H 22.322 15.891 15.832
H 24.672 17.204 14.743
H 23.991 19.120 15.652
H 23.614 17.988 16.953
H 21.868 18.870 14.636
H 21.738 19.599 16.306
H 19.956 17.341 17.708
H 21.794 17.390 17.713
H 20.792 16.043 16.997
C 24.180 20.133 23.766
O 23.128 19.132 23.819
C 23.039 18.329 22.687
C 22.062 17.223 23.005
N 20.767 17.737 23.335
C 19.761 16.840 23.962
C 19.142 15.874 22.844
O 19.958 14.761 22.617
C 19.388 13.880 21.746
H 24.985 19.850 24.420
H 23.752 21.018 24.144
H 24.660 20.212 22.751
H 23.988 17.918 22.461
H 22.697 18.986 21.935
H 22.559 16.662 23.761
H 21.960 16.607 22.129
H 20.940 18.543 23.889
H 18.983 17.491 24.423
H 20.321 16.208 24.699
H 18.767 16.431 21.883
H 18.207 15.438 23.301
H 20.012 12.990 21.637
H 19.376 14.305 20.720
H 18.355 13.599 22.090
C 29.704 19.649 19.564
O 28.950 20.405 20.451
C 27.687 20.811 19.996
C 26.682 19.686 19.822
N 26.468 18.714 20.972
C 27.067 17.381 20.776
C 26.054 16.196 20.685
O 25.208 16.392 19.589
C 23.965 16.972 19.781
H 29.829 20.046 18.564
H 29.244 18.638 19.347
H 30.697 19.477 20.065
H 27.694 21.417 19.097
H 27.269 21.398 20.830
H 26.903 19.057 19.033
H 25.720 20.001 19.537
H 26.884 19.126 21.772
H 27.734 17.151 21.651
H 27.701 17.326 19.856
H 25.519 16.013 21.676
H 26.654 15.336 20.410
H 23.383 16.955 18.891
H 23.986 18.046 20.102
H 23.425 16.416 20.589
C 25.901 13.334 9.424
O 25.126 12.915 10.496
C 24.485 11.646 10.281
C 23.935 11.210 11.580
N 22.931 12.102 12.157
C 21.760 12.357 11.312
C 20.701 13.007 12.145
O 21.298 14.208 12.659
C 20.675 14.664 13.821
H 26.104 14.398 9.546
H 25.276 13.250 8.550
H 26.843 12.756 9.376
H 25.257 10.942 9.835
H 23.697 11.887 9.515
H 24.763 11.030 12.294
H 23.516 10.201 11.572
H 23.392 13.009 12.423
H 21.586 11.351 10.872
H 22.088 13.019 10.509
H 20.530 12.359 13.045
H 19.787 13.226 11.530
H 19.573 14.768 13.722
H 21.143 15.597 14.005
H 20.876 13.996 14.675
C 22.673 17.574 11.410
C 23.623 17.253 10.248
O 24.820 16.564 10.569
O 23.045 18.430 12.487
H 22.312 16.568 11.789
H 21.781 18.000 10.935
H 23.858 18.176 9.644
H 23.099 16.487 9.640
H 25.327 17.181 11.126
H 23.256 17.866 13.310
C 26.534 12.107 16.862
C 26.653 13.157 17.980
O 26.361 14.510 17.619
O 25.206 11.924 16.388
H 26.965 11.226 17.308
H 27.125 12.351 15.949
H 27.630 13.165 18.480
H 25.961 12.888 18.784
H 25.728 14.316 16.876
H 24.700 11.609 17.116
C 22.802 12.595 19.178
C 22.481 13.608 18.055
O 21.596 13.281 16.993
O 23.307 11.418 18.573
H 21.930 12.362 19.784
H 23.562 12.902 19.859
H 23.415 13.872 17.584
H 22.073 14.534 18.518
H 22.059 12.765 16.304
H 22.543 10.923 18.241
C 28.809 16.849 15.175
C 28.584 16.709 16.633
O 27.310 17.186 17.012
O 28.092 15.972 14.316
H 29.841 16.570 14.923
H 28.707 17.875 14.877
H 29.420 17.176 17.248
H 28.642 15.634 16.767
H 26.840 16.468 17.419
H 27.135 16.038 14.489
C 22.183 9.383 15.955
C 21.858 10.017 14.575
O 22.244 11.379 14.619
O 21.457 9.992 16.963
H 23.224 9.576 16.211
H 21.876 8.340 15.904
H 20.803 9.902 14.267
H 22.491 9.518 13.887
H 22.579 11.752 13.729
H 20.599 10.281 16.609
*
```

---

(2)
The following is a quantum chemistry calculation of an isolated molecule of C4H6ClFS2, from OMol25.

HOMO   -9.14 eV
ΔE to the lowest compared entry with this formula, charge and spin   14.5 kcal per mole
Structure (SMILES)   FC[C@@]1(S)[C@@H](S)[C@@H]1Cl
Lowest unoccupied orbital energy   0.61 eV
Gap between HOMO and LUMO   9.7 eV

ORCA input file:
```
! wB97M-V def2-TZVPD RIJCOSX def2/J DEFGRID3
* xyz 0 1
C 0.241 -0.919 -0.881
C -0.567 -1.068 0.360
C -0.355 0.301 -0.232
C 0.519 1.274 0.555
H 2.361 -0.805 0.194
H -0.227 -1.242 -1.784
H -0.042 -1.254 1.302
H -2.503 1.310 -0.137
H 1.120 1.853 -0.125
H -0.105 1.958 1.136
F 1.332 0.593 1.462
S 1.990 -1.286 -1.026
S -1.632 1.149 -1.160
Cl -2.130 -1.862 0.337
*
```

---

(3)
The following is a quantum chemistry calculation of a cluster of 7 separate species, C10H36NO11 in total, from OMol25.

HOMO   -12.48 eV
Lowest unoccupied orbital energy   -2.14 eV
Gap between HOMO and LUMO   10.3 eV

ORCA input file:
```
! wB97M-V def2-TZVPD RIJCOSX def2/J DEFGRID3
* xyz 1 1
N 0.652 0.615 0.035
H 1.112 1.107 -0.744
H -0.367 0.714 0.165
H 1.043 0.860 0.971
H 0.783 -0.402 0.014
O 2.371 2.037 -1.622
H 3.076 1.659 -1.085
H 2.527 1.679 -2.509
C -2.613 1.407 -2.670
C -3.676 2.274 -1.954
O -3.072 3.071 -0.942
O -2.177 0.387 -1.812
H -1.788 2.007 -3.057
H -3.033 1.030 -3.611
H -4.464 1.625 -1.570
H -4.259 2.917 -2.619
H -2.443 3.739 -1.224
H -2.731 -0.396 -1.813
C 1.957 1.331 3.503
C 2.259 0.384 4.675
O 1.145 0.294 5.549
O 1.000 0.694 2.672
H 2.908 1.554 3.019
H 1.597 2.246 3.980
H 3.211 0.585 5.174
H 2.307 -0.656 4.340
H 1.124 1.042 6.156
H 0.307 0.419 3.291
C -3.643 1.739 2.562
C -2.927 0.786 1.605
O -1.802 1.433 1.040
O -2.751 2.397 3.441
H -4.433 1.216 3.103
H -4.200 2.532 2.051
H -3.632 0.453 0.836
H -2.568 -0.109 2.115
H -2.119 2.042 0.344
H -2.162 2.942 2.913
C -0.144 -3.192 -0.389
C 0.459 -4.585 -0.374
O 1.449 -4.723 -1.400
O 0.722 -2.313 0.370
H -1.159 -3.226 0.008
H -0.204 -2.846 -1.420
H -0.341 -5.268 -0.687
H 0.791 -4.931 0.605
H 1.947 -5.536 -1.287
H 0.479 -2.514 1.281
C 2.154 -1.378 -3.600
C 3.462 -1.131 -2.875
O 4.073 0.111 -3.223
O 1.197 -0.356 -3.288
H 1.726 -2.292 -3.176
H 2.430 -1.571 -4.642
H 4.161 -1.958 -3.004
H 3.188 -1.105 -1.815
H 4.734 -0.071 -3.896
H 0.356 -0.768 -3.510
*
```

---

(4)
The following is a quantum chemistry calculation of a cluster of 2 separate species, C4H12 in total, from OMol25.

HOMO (spin up / spin down)   1.61 / -7.26 eV
Expectation value of S²   0.750
ΔE to the lowest compared entry with this formula, charge and spin   14.2 kcal per mole
Lowest unoccupied orbital energy (spin up / spin down)   4.31 / 4.35 eV
Gap between HOMO and LUMO (spin up / spin down)   2.7 / 11.6 eV

ORCA input file:
```
! wB97M-V def2-TZVPD RIJCOSX def2/J DEFGRID3
* xyz -1 2
C -0.583 1.864 -0.730
C -1.712 0.888 -1.147
H -1.152 2.740 -0.394
H -0.103 1.552 0.198
H 0.093 1.976 -1.566
H -1.320 -0.123 -1.108
H -2.616 1.055 -0.572
H -1.951 1.113 -2.192
C 0.426 -1.148 0.923
C 1.891 -1.572 0.971
H -0.277 -1.995 0.951
H 0.086 -0.497 1.715
H 0.238 -0.810 -0.080
H 2.043 -2.637 0.731
H 2.355 -1.367 1.943
H 2.534 -1.101 0.212
*
```